Formula: C41H80ClN9O14P2S2
Source: OMol25
Level of theory: the ωB97M-V functional and the def2-TZVPD basis

```
149
Properties=species:S:1:pos:R:3:lowdin_charge:R:1
C -5.320 -7.164 2.532 -0.10
C -5.034 -5.831 1.836 -0.23
C -3.534 -5.701 1.440 -0.22
N -3.436 -5.014 0.161 -0.11
C -2.164 -4.398 -0.252 -0.50
P -2.046 -5.093 -2.029 0.73
O -3.439 -4.493 -2.705 -0.34
Cl -0.473 -4.187 -3.042 0.35
C -0.879 -4.873 0.463 -0.27
C -0.202 -6.179 -0.046 -0.21
C -1.037 -7.462 0.048 -0.20
C -0.892 -8.077 1.453 -0.10
C -1.930 -9.182 1.605 -0.49
O -2.273 -9.852 0.657 0.12
O -2.528 -9.374 2.834 0.06
C 0.239 -3.826 0.386 -0.16
O -0.003 -2.758 1.326 -0.22
S -1.508 -2.221 1.365 0.58
O -2.155 -2.754 2.525 -0.27
O -1.425 -0.804 1.371 -0.27
C -2.379 -2.797 -0.143 -0.48
C -2.097 -1.914 -1.353 -0.22
C -0.698 -1.272 -1.500 -0.13
C -0.811 0.235 -1.662 -0.43
O -1.591 0.751 -2.438 0.10
N 0.077 1.017 -0.860 0.12
C 1.376 1.040 -1.537 -0.25
C 2.273 0.064 -1.218 -0.05
C 3.473 0.049 -1.870 -0.08
C 3.723 1.010 -2.797 -0.10
C 2.833 1.993 -3.092 -0.08
C 1.625 2.013 -2.454 -0.03
P -4.203 -2.504 0.339 0.44
S -4.637 -0.638 0.703 0.18
H -5.298 -7.963 1.791 0.08
H -4.561 -7.342 3.286 0.07
H -6.316 -7.131 2.967 0.07
H -5.215 -5.045 2.568 0.09
H -5.656 -5.647 0.963 0.11
H -3.144 -6.722 1.477 0.08
H -3.044 -5.151 2.237 0.11
H -3.851 -5.603 -0.556 0.09
H -3.183 -3.983 -3.486 0.04
H -0.990 -5.008 1.538 0.14
H 0.624 -6.334 0.636 0.09
H 0.292 -6.056 -1.003 0.08
H -0.598 -8.191 -0.631 0.12
H -2.074 -7.356 -0.242 0.08
H -1.189 -7.297 2.155 0.11
H 0.118 -8.425 1.636 0.13
H -1.996 -9.945 3.398 0.11
H 0.437 -3.484 -0.627 0.09
H 1.138 -4.317 0.725 0.11
H -2.788 -1.069 -1.311 0.07
H -2.340 -2.366 -2.305 0.07
H -0.183 -1.594 -2.403 0.09
H -0.013 -1.423 -0.677 0.07
H -0.295 1.959 -0.811 0.11
H 2.006 -0.654 -0.465 0.09
H 4.170 -0.739 -1.629 0.11
H 4.669 0.984 -3.325 0.10
H 3.018 2.756 -3.827 0.09
H 0.876 2.760 -2.641 0.11
H -4.443 -3.171 1.541 -0.02
H -4.947 -3.036 -0.726 0.00
C 0.565 0.246 3.735 -0.06
N 1.478 -0.195 2.697 0.03
C 2.751 0.202 2.479 -0.53
C 3.328 1.235 3.419 -0.01
O 3.408 -0.255 1.549 0.02
H 0.255 -0.614 4.334 0.09
H -0.320 0.681 3.273 0.08
H 1.032 0.981 4.383 0.07
H 1.142 -0.879 2.036 0.10
H 4.349 1.451 3.114 0.08
H 2.752 2.159 3.380 0.06
H 3.340 0.855 4.442 0.09
C 7.046 4.367 4.099 -0.07
N 5.613 4.504 3.912 0.01
C 4.612 4.064 4.718 -0.56
C 5.001 3.333 5.980 -0.01
O 3.444 4.259 4.417 0.01
H 7.504 5.356 4.134 0.08
H 7.470 3.818 3.257 0.09
H 7.275 3.837 5.017 0.07
H 5.284 4.980 3.088 0.14
H 4.097 3.048 6.509 0.08
H 5.565 2.431 5.740 0.08
H 5.596 3.977 6.628 0.08
C 2.568 7.018 1.035 -0.07
N 2.039 6.123 0.023 0.02
C 1.429 4.926 0.202 -0.53
C 1.259 4.427 1.614 0.01
O 1.038 4.285 -0.763 0.02
H 2.065 7.984 0.964 0.08
H 3.636 7.169 0.864 0.08
H 2.423 6.614 2.032 0.07
H 2.118 6.394 -0.945 0.14
H 0.757 3.463 1.589 0.08
H 2.228 4.302 2.098 0.06
H 0.648 5.123 2.192 0.09
C 5.520 -7.393 1.630 -0.07
N 4.329 -7.105 0.851 0.01
C 3.699 -5.917 0.688 -0.52
C 4.277 -4.712 1.389 0.01
O 2.693 -5.842 -0.011 0.01
H 6.293 -7.796 0.975 0.08
H 5.285 -8.139 2.390 0.08
H 5.897 -6.500 2.115 0.07
H 3.891 -7.864 0.353 0.14
H 3.667 -3.841 1.162 0.08
H 4.279 -4.862 2.470 0.09
H 5.293 -4.520 1.044 0.09
C -3.051 4.540 0.301 -0.06
N -2.386 5.210 -0.802 0.02
C -2.888 6.154 -1.636 -0.56
C -4.317 6.584 -1.408 -0.01
O -2.202 6.629 -2.530 0.01
H -2.501 4.730 1.225 0.08
H -3.058 3.463 0.121 0.08
H -4.073 4.885 0.417 0.07
H -1.427 4.962 -1.003 0.11
H -4.578 7.337 -2.147 0.08
H -4.994 5.735 -1.518 0.06
H -4.432 7.017 -0.414 0.08
C -9.632 6.067 -3.220 -0.08
N -8.616 5.784 -2.224 0.01
C -7.991 4.602 -1.968 -0.55
C -8.381 3.409 -2.806 -0.01
O -7.149 4.527 -1.089 0.03
H -9.272 6.843 -3.898 0.08
H -10.535 6.431 -2.725 0.08
H -9.878 5.181 -3.795 0.07
H -8.308 6.536 -1.629 0.14
H -7.798 2.552 -2.481 0.08
H -9.440 3.180 -2.679 0.08
H -8.169 3.596 -3.859 0.08
C 4.991 5.078 -7.600 -0.08
N 4.936 4.337 -6.354 0.01
C 5.054 4.810 -5.084 -0.54
C 5.271 6.294 -4.910 -0.01
O 4.982 4.050 -4.133 0.03
H 4.055 4.944 -8.145 0.08
H 5.807 4.695 -8.216 0.08
H 5.148 6.136 -7.423 0.07
H 4.793 3.340 -6.398 0.14
H 5.343 6.512 -3.849 0.08
H 6.197 6.606 -5.394 0.08
H 4.433 6.855 -5.325 0.09
```

* electronic energy: -138663.4903 eV
* HOMO-LUMO gap: 8.04 eV